No. 1
{
  "formula": "C20H31N3O3S",
  "method": "ωB97M-V/def2-TZVPD",
  "de_lowest_ev": 2.1172,
  "spin_multiplicity": 1,
  "smiles": "CCCS(=O)(=O)N1CCC(C(=O)N2CCN(Cc3ccccc3)CC2)CC1",
  "gap_ev": 9.425,
  "mol_weight_da": 393.6,
  "symbols": ["C", "C", "C", "S", "O", "O", "N", "C", "C", "C", "C", "O", "N", "C", "C", "N", "C", "C", "C", "C", "C", "C", "C", "C", "C", "C", "C", "H", "H", "H", "H", "H", "H", "H", "H", "H", "H", "H", "H", "H", "H", "H", "H", "H", "H", "H", "H", "H", "H", "H", "H", "H", "H", "H", "H", "H", "H", "H"],
  "xyz": [[5.70680, -1.62522, 4.88624], [4.25243, -1.19973, 4.71073], [4.12948, 0.21273, 4.17971], [2.37149, 0.65802, 4.09279], [2.28228, 1.99928, 3.57727], [1.77276, 0.39064, 5.36928], [1.82374, -0.45556, 2.96569], [0.75670, -1.33500, 3.39659], [-0.60812, -0.65241, 3.32892], [-0.88670, -0.04826, 1.94579], [-1.13560, -1.13267, 0.89997], [-0.75527, -2.28195, 1.04622], [-1.81724, -0.77809, -0.21552], [-2.34445, 0.50849, -0.59049], [-1.60190, 1.05936, -1.82141], [-1.07133, -0.03616, -2.60986], [-0.54644, 0.37634, -3.90289], [-1.58082, 0.94400, -4.84538], [-2.35392, 0.10602, -5.64050], [-3.34903, 0.62173, -6.45165], [-3.58689, 1.98542, -6.47871], [-2.81662, 2.83081, -5.69915], [-1.82092, 2.31276, -4.88928], [-1.99196, -1.15206, -2.63654], [-2.01311, -1.78938, -1.24166], [0.29634, 0.83632, 1.52397], [1.61380, 0.06881, 1.63446], [6.21563, -0.96784, 5.58715], [6.23344, -1.58727, 3.93544], [5.75918, -2.64130, 5.26822], [3.74742, -1.87655, 4.01951], [3.73124, -1.24780, 5.66818], [4.51949, 0.31861, 3.17172], [4.59880, 0.94181, 4.83564], [0.97362, -1.62618, 4.42380], [0.76370, -2.21533, 2.75011], [-1.38247, -1.37972, 3.57641], [-0.62532, 0.14953, 4.07054], [-1.78784, 0.56706, 2.03348], [-3.40548, 0.37337, -0.83638], [-2.27939, 1.22294, 0.22617], [-0.75576, 1.68391, -1.51620], [-2.30268, 1.69063, -2.39462], [-0.07127, -0.50047, -4.35096], [0.22726, 1.12489, -3.70756], [-2.16906, -0.95874, -5.63265], [-3.93945, -0.04246, -7.06584], [-4.36469, 2.38814, -7.11041], [-2.99011, 3.89682, -5.72231], [-1.21346, 2.97994, -4.29342], [-1.63491, -1.89031, -3.35568], [-3.00828, -0.84741, -2.94105], [-2.96301, -2.31234, -1.07567], [-1.20217, -2.51223, -1.13248], [0.17283, 1.18617, 0.49874], [0.35595, 1.70089, 2.18781], [2.44856, 0.73348, 1.40814], [1.62271, -0.77646, 0.93958]],
  "forces_ev_per_a": [[-0.26, 0.08, -0.05], [0.21, -0.16, 0.11], [-0.95, -0.03, 0.08], [0.88, 0.06, -0.20], [0.08, -0.11, -0.25], [-0.07, -0.35, 0.03], [0.36, 0.64, 0.76], [-0.42, -0.43, 0.50], [0.06, -0.18, -0.22], [-0.03, -0.05, 0.12], [-0.29, 0.42, 0.20], [0.20, -0.35, 0.19], [-0.09, -0.13, -0.27], [0.01, 0.26, -0.09], [0.01, 0.11, 0.08], [0.05, -0.08, 0.04], [0.01, -0.04, 0.06], [0.08, 0.03, 0.01], [0.05, 0.03, 0.02], [-0.08, -0.06, -0.05], [-0.05, 0.04, -0.04], [-0.04, 0.11, 0.00], [0.03, -0.07, -0.05], [-0.10, 0.04, 0.17], [0.10, -0.32, -0.09], [0.01, -0.08, 0.00], [0.05, 0.49, -0.51], [0.12, 0.04, 0.08], [0.13, -0.02, -0.08], [0.07, -0.08, 0.03], [-0.02, -0.04, 0.05], [-0.01, -0.08, -0.01], [0.07, 0.06, -0.14], [-0.02, 0.15, 0.04], [-0.12, -0.16, -0.08], [0.08, 0.12, 0.13], [-0.02, 0.03, 0.06], [-0.08, -0.01, 0.02], [0.10, -0.04, -0.05], [0.08, 0.09, 0.08], [-0.06, -0.05, -0.03], [-0.08, 0.07, 0.00], [0.05, -0.05, 0.10], [0.04, 0.08, -0.02], [0.02, -0.04, -0.08], [0.03, -0.12, 0.01], [-0.05, -0.05, -0.05], [-0.06, 0.03, -0.05], [-0.01, 0.08, -0.01], [0.07, 0.05, 0.08], [-0.07, 0.00, -0.02], [0.07, -0.06, -0.07], [0.07, -0.04, -0.02], [-0.17, 0.08, -0.08], [-0.01, 0.08, -0.04], [-0.05, 0.02, -0.12], [-0.07, -0.07, -0.24], [0.09, 0.03, 0.04]]
}

---

No. 2
{
  "formula": "C20H31N3O4",
  "method": "ωB97M-V/def2-TZVPD",
  "de_lowest_ev": 0.2063,
  "spin_multiplicity": 1,
  "smiles": "CCOC(=O)N1CCC(N(CCOC)C(=O)Nc2ccc(CC)cc2)CC1",
  "gap_ev": 8.673,
  "mol_weight_da": 377.5,
  "symbols": ["C", "C", "O", "C", "O", "N", "C", "C", "C", "N", "C", "C", "O", "C", "C", "O", "N", "C", "C", "C", "C", "C", "C", "C", "C", "C", "C", "H", "H", "H", "H", "H", "H", "H", "H", "H", "H", "H", "H", "H", "H", "H", "H", "H", "H", "H", "H", "H", "H", "H", "H", "H", "H", "H", "H", "H", "H", "H"],
  "xyz": [[8.13865, 0.80180, 0.37119], [7.07254, 1.72648, -0.19874], [5.75839, 1.29478, 0.14737], [5.24687, 0.30249, -0.61786], [5.81423, -0.17422, -1.57357], [4.03923, -0.11655, -0.17224], [3.28280, 0.53019, 0.87399], [2.08681, 1.28798, 0.29034], [1.23223, 0.48963, -0.71503], [0.12244, -0.23968, -0.11333], [0.34613, -1.38932, 0.73543], [0.12380, -2.75794, 0.05810], [-1.20977, -2.96815, -0.36598], [-1.44140, -2.73315, -1.73879], [-1.10800, 0.39863, -0.16072], [-1.22506, 1.51608, -0.62584], [-2.14634, -0.34380, 0.33184], [-3.48788, 0.03551, 0.42388], [-4.42391, -0.97304, 0.64697], [-5.76398, -0.66849, 0.77436], [-6.20926, 0.64415, 0.68132], [-7.66308, 0.97797, 0.86009], [-7.97411, 1.25793, 2.33175], [-5.26894, 1.64250, 0.46496], [-3.92337, 1.35352, 0.33806], [2.10838, -0.35627, -1.65146], [3.27989, -1.05898, -0.96237], [9.12403, 1.19772, 0.14291], [8.02868, 0.71815, 1.44995], [8.04311, -0.18565, -0.07332], [7.15737, 1.76985, -1.28940], [7.15521, 2.73115, 0.22175], [2.96170, -0.23619, 1.58889], [3.93578, 1.22657, 1.39915], [2.47435, 2.16222, -0.23558], [1.44584, 1.64365, 1.09753], [0.71655, 1.23381, -1.33450], [1.37512, -1.36644, 1.09078], [-0.30412, -1.32588, 1.61497], [0.80938, -2.88568, -0.78574], [0.33593, -3.53635, 0.79978], [-0.83620, -3.40607, -2.35596], [-1.22883, -1.69734, -2.02002], [-2.49623, -2.94096, -1.90849], [-2.00493, -1.34382, 0.41933], [-4.09187, -2.00018, 0.71763], [-6.47642, -1.46361, 0.94426], [-7.91600, 1.85858, 0.26604], [-8.27950, 0.14515, 0.51483], [-7.37616, 2.09227, 2.69133], [-7.74289, 0.38571, 2.93932], [-9.02616, 1.50268, 2.46051], [-5.59411, 2.67051, 0.39098], [-3.20972, 2.13953, 0.15860], [2.52940, 0.31865, -2.39918], [1.49166, -1.08607, -2.17642], [2.94172, -1.86880, -0.30844], [3.95437, -1.47602, -1.71288]],
  "forces_ev_per_a": [[-0.40, 0.12, -0.09], [0.50, 0.02, -0.23], [-0.31, -0.12, 0.07], [0.05, -0.02, 0.19], [0.30, 0.01, -0.33], [-0.09, 0.02, 0.12], [-0.08, 0.33, 0.24], [-0.03, -0.21, 0.01], [-0.03, 0.41, -0.33], [-0.09, -0.01, -0.02], [-0.16, -0.54, -0.16], [0.24, 0.14, 0.31], [-0.02, 0.03, 0.30], [-0.07, 0.03, -0.22], [0.24, -0.20, 0.01], [-0.25, 0.38, -0.07], [0.03, -0.40, 0.19], [-0.31, 0.23, 0.02], [0.14, 0.04, -0.03], [0.01, 0.11, -0.02], [-0.14, 0.01, -0.14], [0.05, 0.02, 0.24], [-0.12, -0.01, -0.19], [-0.08, -0.21, 0.04], [0.17, 0.11, -0.02], [0.04, -0.06, 0.25], [0.07, -0.11, -0.42], [0.14, 0.03, -0.01], [0.05, 0.00, 0.10], [0.05, -0.06, -0.02], [-0.02, 0.09, 0.19], [-0.03, -0.11, -0.08], [0.05, 0.09, 0.00], [-0.13, -0.15, 0.03], [0.03, 0.07, 0.02], [-0.04, 0.09, -0.01], [0.25, -0.23, 0.17], [-0.08, -0.04, 0.08], [0.14, -0.01, -0.03], [0.01, 0.00, 0.01], [0.07, 0.06, -0.09], [-0.02, 0.02, 0.02], [-0.01, -0.04, 0.00], [0.02, 0.02, -0.09], [0.10, 0.15, -0.10], [0.04, -0.11, 0.01], [-0.08, -0.09, 0.01], [-0.04, -0.06, -0.06], [-0.02, 0.05, -0.08], [0.05, 0.07, 0.08], [0.02, -0.05, 0.10], [-0.10, 0.04, 0.10], [-0.04, 0.12, -0.02], [0.02, 0.02, -0.01], [0.03, -0.02, -0.05], [-0.04, 0.01, -0.09], [0.03, -0.02, -0.03], [-0.13, -0.05, 0.16]]
}

---

No. 3
{
  "formula": "C20H31N5O4",
  "method": "ωB97M-V/def2-TZVPD",
  "de_lowest_ev": 0.0330,
  "spin_multiplicity": 1,
  "smiles": "CN(C[C@@H](O)CNC(=O)c1cnn(CC2CCC2)c1)C(=O)C[C@H]1CCCC(=O)N1",
  "gap_ev": 9.890,
  "mol_weight_da": 405.5,
  "symbols": ["C", "N", "C", "C", "O", "C", "N", "C", "O", "C", "C", "N", "N", "C", "C", "C", "C", "C", "C", "C", "O", "C", "C", "C", "C", "C", "C", "O", "N", "H", "H", "H", "H", "H", "H", "H", "H", "H", "H", "H", "H", "H", "H", "H", "H", "H", "H", "H", "H", "H", "H", "H", "H", "H", "H", "H", "H", "H", "H", "H"],
  "xyz": [[-1.63801, 2.17426, -0.12207], [-0.67188, 1.81638, -1.15496], [0.29616, 0.78055, -0.80538], [1.67118, 1.34973, -0.46049], [1.57586, 2.41329, 0.47865], [2.58181, 0.30099, 0.15819], [2.08896, -0.18675, 1.42608], [1.40746, -1.35987, 1.53275], [1.20979, -2.08908, 0.57105], [0.91992, -1.70250, 2.88173], [1.05946, -1.05471, 4.12776], [0.44857, -1.72289, 5.08977], [-0.08533, -2.79939, 4.48382], [-0.86795, -3.75224, 5.25466], [-2.34024, -3.70492, 4.90720], [-2.82308, -4.27363, 3.55254], [-4.06084, -4.83624, 4.28624], [-3.27237, -4.71514, 5.60945], [0.17488, -2.82622, 3.16919], [-0.92233, 2.21691, -2.43542], [-1.85627, 2.95354, -2.70972], [0.00927, 1.70669, -3.52190], [-0.00072, 2.61543, -4.75451], [0.62551, 3.97752, -4.47337], [2.14331, 3.88385, -4.40479], [2.68476, 3.39900, -5.74340], [1.96489, 2.19033, -6.30344], [2.47451, 1.47937, -7.15086], [0.69755, 1.96220, -5.85709], [-2.13167, 3.10015, -0.39878], [-2.39736, 1.39438, -0.01333], [-1.12003, 2.29125, 0.82850], [-0.09861, 0.24233, 0.05582], [0.39381, 0.04745, -1.60616], [2.15758, 1.71348, -1.37534], [1.00236, 3.09017, 0.10181], [2.67361, -0.55244, -0.51249], [3.57057, 0.73733, 0.30439], [2.11307, 0.43869, 2.21236], [1.57944, -0.14197, 4.37492], [-0.47203, -4.75583, 5.07845], [-0.70257, -3.49842, 6.30031], [-2.70902, -2.68538, 5.04397], [-2.98083, -3.58020, 2.72817], [-2.16861, -5.08236, 3.21727], [-4.89205, -4.13183, 4.25608], [-4.42287, -5.82005, 3.99504], [-2.73873, -5.64136, 5.83505], [-3.80261, -4.38662, 6.50158], [-0.16270, -3.61533, 2.51921], [1.02872, 1.58924, -3.15605], [-0.32970, 0.70533, -3.80701], [-1.03902, 2.76836, -5.04731], [0.34708, 4.66570, -5.27625], [0.19637, 4.37635, -3.55440], [2.57555, 4.85399, -4.15539], [2.44943, 3.19808, -3.60841], [2.57323, 4.18631, -6.49534], [3.74378, 3.14902, -5.70677], [0.26897, 1.14769, -6.27163]],
  "forces_ev_per_a": [[0.00, -0.03, -0.04], [0.00, 0.00, 0.08], [0.01, 0.01, -0.05], [0.02, 0.01, 0.02], [-0.02, -0.01, -0.03], [0.01, -0.02, -0.02], [-0.02, -0.01, 0.04], [0.04, -0.03, -0.02], [-0.02, 0.01, 0.01], [0.02, 0.03, 0.00], [-0.03, -0.01, 0.01], [-0.03, 0.01, -0.03], [0.06, -0.02, 0.05], [-0.02, -0.05, -0.03], [0.00, 0.05, 0.04], [-0.01, -0.03, 0.00], [0.01, 0.04, 0.01], [-0.01, -0.02, -0.02], [-0.01, 0.01, -0.04], [-0.02, 0.00, -0.02], [0.00, -0.01, 0.01], [0.01, 0.02, 0.03], [0.02, 0.00, 0.00], [-0.01, 0.01, -0.01], [0.02, 0.00, 0.01], [-0.01, 0.02, 0.00], [-0.02, 0.00, 0.00], [-0.01, -0.01, 0.00], [0.01, 0.00, -0.02], [0.01, 0.02, 0.01], [0.00, 0.01, 0.00], [-0.01, 0.00, 0.00], [0.00, 0.01, 0.01], [0.01, -0.01, 0.01], [0.00, 0.01, 0.01], [0.00, 0.00, 0.01], [0.00, 0.00, 0.01], [-0.01, 0.01, 0.00], [0.00, 0.01, 0.00], [0.00, 0.00, -0.01], [0.01, 0.01, 0.00], [0.00, 0.00, 0.00], [-0.01, -0.01, -0.01], [0.00, 0.00, 0.00], [0.00, 0.00, -0.01], [0.00, 0.00, 0.00], [0.01, -0.01, 0.00], [0.00, 0.00, 0.01], [0.00, 0.01, 0.00], [-0.01, 0.00, 0.01], [0.00, -0.01, -0.03], [-0.01, 0.00, 0.00], [0.00, -0.01, 0.00], [0.00, -0.01, 0.00], [0.00, 0.00, 0.01], [0.00, 0.00, 0.00], [0.00, 0.01, 0.00], [0.01, 0.00, 0.00], [0.00, 0.00, 0.00], [0.00, 0.00, 0.00]]
}

---

No. 4
{
  "formula": "C20H31N6O2PPdS",
  "method": "ωB97M-V/def2-TZVPD",
  "charge": -2,
  "spin_multiplicity": 1,
  "gap_ev": 4.408,
  "mol_weight_da": 557.0,
  "symbols": ["Pd", "N", "C", "S", "N", "N", "C", "C", "C", "C", "C", "C", "C", "O", "H", "H", "H", "H", "H", "H", "H", "O", "P", "N", "C", "C", "C", "C", "N", "C", "C", "C", "C", "N", "C", "C", "C", "C", "H", "H", "H", "H", "H", "H", "H", "H", "H", "H", "H", "H", "H", "H", "H", "H", "H", "H", "H", "H", "H", "H", "H", "H"],
  "xyz": [[1.84969, 0.33715, -0.02465], [6.23279, -0.61630, 1.42222], [4.90523, -0.13632, 1.22992], [4.27223, -0.41813, -0.36856], [4.40958, 0.41319, 2.28514], [3.11840, 0.94209, 2.29681], [2.86761, 1.89153, 1.45457], [1.61287, 2.67887, 1.59388], [0.97352, 2.72048, 2.82425], [-0.23713, 3.37987, 3.03084], [-0.80839, 4.03625, 1.93868], [-0.17959, 4.05502, 0.71141], [1.07386, 3.39625, 0.46016], [1.61297, 3.40523, -0.68388], [6.39768, -1.40821, 0.81622], [6.36075, -0.83971, 2.40206], [3.62676, 2.25071, 0.75500], [1.45583, 2.19202, 3.64002], [-0.71405, 3.38383, 4.00403], [-1.75707, 4.55856, 2.05662], [-0.61972, 4.58083, -0.13241], [0.59217, -2.49000, -1.07375], [-0.45016, -1.45164, -0.90697], [-0.41412, -0.24782, -2.04615], [-1.46909, 0.78161, -2.10319], [-0.73695, 2.04225, -2.53818], [0.32741, 1.48499, -3.46835], [0.81543, 0.26110, -2.70436], [-0.64458, -1.00469, 0.67269], [-1.60196, -0.01241, 1.16766], [-1.66295, -0.31360, 2.65775], [-0.20783, -0.62557, 2.97811], [0.31613, -1.37069, 1.74901], [-2.01932, -2.01618, -1.24823], [-2.49792, -3.08920, -0.36788], [-2.49180, -4.33759, -1.23939], [-2.96081, -3.77612, -2.57591], [-2.24843, -2.42206, -2.64556], [-1.97553, 0.90021, -1.15078], [-2.22985, 0.49193, -2.84387], [-0.23852, 2.52312, -1.69209], [-1.40236, 2.76384, -3.01714], [1.13859, 2.18937, -3.64800], [-0.11372, 1.19183, -4.43001], [1.60673, 0.57955, -1.99413], [1.24016, -0.52078, -3.33787], [-2.56640, -0.13435, 0.66682], [-1.24046, 1.01035, 1.00283], [-2.29553, -1.19294, 2.82434], [-2.05844, 0.52285, 3.23508], [-0.08100, -1.20675, 3.89438], [0.35432, 0.30144, 3.08727], [0.30302, -2.45910, 1.86603], [1.34389, -1.04227, 1.54092], [-3.51816, -2.87177, -0.02148], [-1.85977, -3.17321, 0.51077], [-3.13271, -5.13508, -0.85462], [-1.46919, -4.71099, -1.32155], [-4.04728, -3.64159, -2.55920], [-2.71657, -4.40892, -3.43086], [-2.84498, -1.67193, -3.17319], [-1.29530, -2.52037, -3.17324]],
  "forces_ev_per_a": [[0.87, 0.13, 0.28], [-0.03, 0.01, 0.00], [0.07, 0.01, -0.09], [-0.24, 0.00, 0.15], [-0.20, 0.06, -0.01], [0.24, -0.04, -0.07], [-0.26, 0.28, -0.03], [0.20, -0.17, -0.04], [-0.07, -0.01, 0.09], [0.01, -0.01, -0.09], [-0.07, 0.08, 0.09], [0.02, 0.08, -0.10], [-0.19, -0.16, -0.03], [0.11, 0.11, -0.07], [-0.01, -0.01, 0.03], [0.05, -0.03, -0.01], [-0.09, -0.02, 0.07], [0.00, 0.01, 0.02], [0.00, 0.00, 0.02], [0.02, -0.03, 0.00], [-0.02, -0.01, 0.03], [-0.07, 0.13, -0.02], [-0.08, -0.32, -0.20], [0.01, 0.30, 0.19], [-0.03, -0.09, -0.06], [-0.06, 0.05, 0.02], [0.09, -0.05, -0.16], [0.08, -0.15, -0.07], [0.18, 0.22, 0.07], [-0.02, 0.03, -0.12], [-0.08, -0.02, 0.00], [0.08, -0.07, 0.11], [-0.07, -0.09, -0.05], [-0.10, -0.06, 0.11], [-0.02, 0.06, 0.05], [-0.05, -0.12, 0.04], [-0.04, -0.03, -0.07], [0.02, 0.10, -0.09], [-0.01, 0.04, 0.06], [0.00, 0.03, 0.00], [-0.01, -0.02, -0.01], [-0.02, 0.01, 0.00], [0.02, 0.00, 0.01], [-0.01, 0.01, 0.00], [-0.20, -0.11, -0.01], [0.00, 0.05, 0.01], [0.01, -0.01, 0.01], [0.00, 0.03, 0.04], [-0.02, 0.00, 0.02], [0.00, 0.03, -0.01], [0.00, -0.01, -0.02], [-0.01, -0.03, -0.01], [0.05, 0.00, 0.06], [-0.06, -0.20, -0.13], [0.00, 0.00, 0.01], [-0.01, -0.01, 0.00], [0.01, 0.00, 0.00], [0.02, 0.02, 0.00], [0.01, 0.02, 0.01], [0.00, -0.01, 0.00], [0.01, -0.04, -0.03], [-0.03, 0.00, 0.01]]
}

---

Summary of DFT total energy in eV
-42691.4101; -33904.7113; -36884.5925; -57883.8989
(order as listed above)